ORCA calculation (ωB97M-V/def2-TZVPD) on a cluster of 2 separate species, C3H4ClF3 in total at a distorted geometry.

Summary:
Gap between HOMO and LUMO   9.8469 eV
Relative energy (zero: lowest compared OMol25 entry of this formula, charge and spin)   46.4 kcal/mol
E_HOMO   -10.5 eV

Geometry as XYZ:
```
11
C3H4ClF3 | the OMol25 dataset | ωB97M-V/def2-TZVPD
C -0.8618 0.5974 -0.4019
C 2.1794 -2.4582 0.1122
C 0.5168 0.4603 0.3000
F 3.4825 -2.4833 0.3917
F 1.4901 0.7016 -0.5898
F 0.7400 1.4423 1.2647
Cl 2.1000 -2.4768 -1.5252
H -1.0054 1.7393 -0.4099
H -0.7457 0.0788 -1.3156
H -1.7307 0.2102 0.1143
H 0.8097 -0.4750 0.7512
```